Below is a molecular structure, C14H15NNaO2, with properties calculated with wB97M-V/def2-TZVPD.

The energy is -909.55626 Ha.

The geometry in ORCA input format:
```
! RIJCOSX wB97M-V def2-TZVPD def2/J DEFGRID3
* xyz 1 1
C 3.113 -1.519 0.787
C 3.324 0.085 0.727
C 3.259 0.677 -0.794
C 1.761 1.314 -0.957
N 0.814 0.236 -0.552
C -0.447 0.728 -0.006
C -0.617 1.938 0.961
C -1.952 2.428 1.559
C -3.262 1.672 1.208
C -3.137 0.457 0.261
C -1.777 -0.032 -0.362
C -1.865 -1.287 -1.320
O -1.222 -1.468 -2.384
C -2.939 -2.419 -0.899
C -4.179 -1.966 -0.340
C -4.464 -0.394 -0.096
O -5.610 0.105 -0.142
H 3.654 -1.985 1.677
H 1.979 -1.718 0.879
H 3.439 -1.944 -0.231
H 2.585 0.626 1.428
H 4.368 0.276 1.195
H 4.033 1.536 -0.798
H 3.478 -0.129 -1.573
H 1.670 1.581 -2.079
H 1.758 2.239 -0.296
H 0.692 -0.358 -1.383
H 0.334 2.504 1.243
H -1.990 3.336 2.252
H -4.285 1.979 1.618
H -2.768 -3.534 -1.044
H -4.955 -2.755 -0.026
Na 5.207 -2.207 -0.515
*
```

So, what does the Löwdin scheme give us? The charges, in e, come out as: -0.1342 -0.2366 -0.1720 -0.1916 -0.0272 -0.1170 -0.0162 -0.0343 0.0043 -0.0327 0.0089 -0.2849 0.0249 0.0170 0.0205 -0.2750 0.0589 0.0924 0.1034 0.0136 0.1229 0.1066 0.1200 0.0955 0.1385 0.1150 0.1135 0.0834 0.1040 0.1156 0.1188 0.1251 0.8190



Below is a molecular structure, C14H15NO4S6W, with properties calculated with wB97M-V/def2-TZVPD.

For the relative energy (zero: lowest compared OMol25 entry of this formula, charge and spin), the calculation gives 0.0 kJ/mol.

The geometry in ORCA input format:
```
! RIJCOSX wB97M-V def2-TZVPD def2/J DEFGRID3
* xyz 2 1
W 0.326 -0.917 -0.378
O -2.221 -0.821 -3.468
C -1.820 -0.853 -2.351
O -0.587 -0.464 -1.960
C -2.564 -1.329 -1.117
C -3.857 -1.823 -1.022
C -4.306 -2.245 0.229
C -3.461 -2.190 1.338
C -2.172 -1.713 1.147
N -1.761 -1.279 -0.049
C -1.028 -1.603 2.134
O -1.108 -1.634 3.321
O 0.105 -1.376 1.449
H -4.468 -1.896 -1.909
H -5.312 -2.621 0.339
H -3.780 -2.522 2.315
C -0.411 2.712 -0.586
C 0.991 2.821 -1.138
S 1.598 1.197 -1.772
C 3.320 1.228 -1.161
C 3.456 1.232 0.347
S 2.421 -0.054 1.178
C 1.539 0.913 2.476
C 0.489 1.926 2.052
S -0.658 1.407 0.693
H -1.117 2.436 -1.372
H -0.730 3.661 -0.148
H 1.705 3.187 -0.406
H 0.986 3.512 -1.984
H 3.802 2.116 -1.579
H 3.776 0.340 -1.603
H 3.187 2.188 0.790
H 4.491 1.008 0.611
H 2.307 1.418 3.066
H 1.094 0.132 3.099
H 0.907 2.885 1.749
H -0.166 2.095 2.911
S 1.636 -4.474 -3.009
C 1.281 -3.373 -1.895
S 2.224 -1.907 -1.499
S -0.115 -3.319 -0.838
*
```

So, what does the Löwdin scheme give us? The charges, in e, come out as: 1.2301 0.2331 -0.4661 -0.3457 -0.1616 0.0873 0.0463 0.0880 -0.1575 -0.1179 -0.4833 0.2149 -0.3724 0.1493 0.1393 0.1486 -0.4364 -0.4187 0.9146 -0.4753 -0.4215 0.9154 -0.4270 -0.3946 0.9606 0.0924 0.1097 0.0761 0.1099 0.1122 0.0574 0.0808 0.1056 0.1117 0.0806 0.0885 0.1034 0.7907 -1.6579 0.5744 0.7152



Below is a single C14H16 molecule, with properties calculated with wB97M-V/def2-TZVPD.

For the relative energy (zero: lowest compared OMol25 entry of this formula, charge and spin), the calculation gives 293.8 kJ/mol. The SMILES is C=CC1=C(C)c2ccccc2C1(C)C.

The geometry in ORCA input format:
```
! RIJCOSX wB97M-V def2-TZVPD def2/J DEFGRID3
* xyz 0 1
C -2.411 -2.415 1.281
C -2.073 -1.656 0.230
C -1.039 -0.738 0.150
C 0.129 -0.595 1.168
C 0.408 -1.355 2.365
C 1.122 0.209 0.539
C 2.417 0.452 1.010
C 3.221 1.337 0.303
C 2.757 1.976 -0.888
C 1.471 1.638 -1.383
C 0.659 0.767 -0.688
C -0.752 0.349 -0.917
C -0.988 -0.090 -2.361
C -1.654 1.539 -0.572
H -3.094 -3.287 1.187
H -2.176 -2.191 2.340
H -2.495 -1.816 -0.700
H -0.210 -2.241 2.393
H 0.167 -0.733 3.166
H 1.507 -1.782 2.501
H 2.796 -0.145 1.811
H 4.228 1.578 0.561
H 3.317 2.620 -1.511
H 1.448 1.761 -2.403
H -2.059 -0.315 -2.592
H -0.388 -0.918 -2.570
H -0.650 0.688 -2.984
H -2.757 1.253 -0.610
H -1.394 2.441 -1.225
H -1.506 1.669 0.399
*
```

So, what does the Löwdin scheme give us? The charges, in e, come out as: 0.0198 -0.1571 -0.0626 -0.1107 -0.0606 -0.1511 -0.0183 -0.0683 -0.0481 -0.0244 -0.1287 -0.4601 -0.0206 -0.0167 0.0635 0.0619 0.0830 0.0498 0.0736 0.1308 0.0920 0.0867 0.0823 0.0819 0.1031 0.0722 0.0606 0.1151 0.1211 0.0299



Below is 2 unconnected molecules or ions with the total composition C14H16, with properties calculated with wB97M-V/def2-TZVPD.

For the relative energy (zero: lowest compared OMol25 entry of this formula, charge and spin), the calculation gives 198.2 kJ/mol. The SMILES is Cc1ccccc1.Cc1ccccc1.

The geometry in ORCA input format:
```
! RIJCOSX wB97M-V def2-TZVPD def2/J DEFGRID3
* xyz 0 1
C -3.755 1.704 -0.336
C -2.661 1.065 0.511
C -1.716 0.193 -0.019
C -1.331 -0.911 0.739
C -1.844 -1.155 1.986
C -2.510 -0.091 2.639
C -2.853 1.009 1.905
H -3.999 0.899 -1.020
H -3.701 2.653 -0.877
H -4.578 1.964 0.339
H -1.434 0.470 -1.027
H -0.705 -1.637 0.221
H -1.706 -2.133 2.428
H -2.703 -0.277 3.684
H -3.282 1.892 2.381
C 3.215 -1.201 0.998
C 2.802 -0.693 -0.348
C 3.028 0.664 -0.594
C 2.500 1.238 -1.728
C 1.792 0.469 -2.654
C 1.903 -0.918 -2.575
C 2.485 -1.474 -1.445
H 4.312 -1.097 1.106
H 3.188 -2.264 1.262
H 2.735 -0.650 1.810
H 3.383 1.240 0.258
H 2.421 2.317 -1.811
H 0.927 0.796 -3.226
H 1.561 -1.537 -3.396
H 2.526 -2.535 -1.210
*
```

So, what does the Löwdin scheme give us? The charges, in e, come out as: -0.0438 -0.2736 -0.0582 -0.1033 -0.0994 -0.0860 -0.0785 0.0797 0.0715 0.0734 0.1100 0.1018 0.0988 0.0985 0.1134 -0.0664 -0.2951 -0.0612 -0.0899 -0.1084 -0.0936 -0.0623 0.0870 0.0744 0.0806 0.1158 0.1012 0.1028 0.1007 0.1102



Below is 2 unconnected molecules or ions with the total composition C14H16, with properties calculated with wB97M-V/def2-TZVPD.

For the relative energy (zero: lowest compared OMol25 entry of this formula, charge and spin), the calculation gives 24.7 kJ/mol. The SMILES is Cc1ccccc1.Cc1ccccc1.

The geometry in ORCA input format:
```
! RIJCOSX wB97M-V def2-TZVPD def2/J DEFGRID3
* xyz 0 1
C 0.483 -2.053 2.826
C 1.299 -1.264 1.824
C 0.896 -0.023 1.361
C 1.645 0.667 0.415
C 2.820 0.116 -0.057
C 3.260 -1.120 0.412
C 2.465 -1.832 1.287
H -0.532 -1.677 2.879
H 0.941 -2.024 3.810
H 0.490 -3.104 2.542
H 0.078 0.508 1.831
H 1.375 1.621 -0.021
H 3.396 0.606 -0.822
H 4.196 -1.511 0.044
H 2.720 -2.852 1.543
C -2.774 0.915 0.582
C -2.065 0.909 -0.733
C -1.585 2.123 -1.236
C -0.904 2.167 -2.429
C -0.659 0.983 -3.133
C -1.166 -0.218 -2.655
C -1.842 -0.256 -1.443
H -2.218 0.361 1.341
H -3.744 0.408 0.562
H -2.959 1.894 1.022
H -1.811 2.972 -0.595
H -0.585 3.074 -2.919
H -0.078 0.953 -4.039
H -1.017 -1.137 -3.201
H -2.127 -1.204 -1.000
*
```

So, what does the Löwdin scheme give us? The charges, in e, come out as: -0.0486 -0.2728 -0.0596 -0.0850 -0.0993 -0.0886 -0.0583 0.0673 0.0774 0.0755 0.1006 0.1001 0.0958 0.0979 0.1075 -0.0604 -0.2936 -0.0633 -0.0911 -0.0930 -0.0861 -0.0559 0.0596 0.0823 0.0761 0.1084 0.0986 0.0950 0.0993 0.1140



Below is a molecular structure, C14H16BN8Pd, with properties calculated with wB97M-V/def2-TZVPD.

The energy is -1133.96092 Ha.

The geometry in ORCA input format:
```
! RIJCOSX wB97M-V def2-TZVPD def2/J DEFGRID3
* xyz -1 1
Pd -1.114 -0.472 0.792
C -0.017 0.630 -3.567
C -1.027 0.592 -2.590
N -0.773 -0.312 -1.654
N 0.400 -0.881 -2.009
C 0.868 -0.344 -3.152
B 1.119 -1.943 -1.140
N 1.897 -1.294 0.033
C 3.201 -0.960 0.028
C 3.491 -0.328 1.219
C 2.266 -0.350 1.908
N 1.309 -0.924 1.192
N 0.166 -3.053 -0.664
C 0.252 -4.360 -0.979
C -0.782 -5.025 -0.356
C -1.460 -4.006 0.339
N -0.894 -2.825 0.154
H 0.050 1.255 -4.442
H -1.929 1.183 -2.514
H 1.796 -0.692 -3.577
H 1.957 -2.455 -1.861
H 3.819 -1.192 -0.825
H 4.439 0.068 1.544
H 2.028 0.028 2.892
H 1.043 -4.710 -1.623
H -1.008 -6.077 -0.397
H -2.337 -4.069 0.966
N -0.992 5.338 1.435
C -1.313 3.974 1.538
C -0.698 3.157 2.480
C -1.044 1.819 2.545
N -1.933 1.230 1.724
C -2.579 2.052 0.880
C -2.299 3.402 0.745
H -0.049 5.544 1.726
H -1.166 5.717 0.518
H 0.056 3.551 3.153
H -0.571 1.160 3.261
H -3.330 1.579 0.262
H -2.842 3.994 0.016
*
```

So, what does the Löwdin scheme give us? The charges, in e, come out as: 0.2777 -0.0996 -0.1905 0.0168 -0.0461 -0.1218 -0.5471 -0.0463 -0.1217 -0.0995 -0.1921 0.0193 -0.0404 -0.1171 -0.0979 -0.1839 0.0152 0.0704 0.0857 0.1030 0.1080 0.1036 0.0706 0.0847 0.1027 0.0709 0.0892 0.0731 -0.3507 -0.0473 -0.1741 -0.1072 -0.1765 -0.0494 0.0756 0.0755 0.0990 0.0844 0.0855 0.0983



| no. | maximum force (eV Å⁻¹) |
| --- | --- |
| 1 | 4.4 |
| 2 | 2.0 |
| 3 | 8.2 |
| 4 | 2.0 |
| 5 | 1.1 |
| 6 | 0.6 |